(1)
DFT (ωB97M-V/def2-TZVPD) results for one molecule with the formula C5H3NO2 in a non-equilibrium geometry.

The geometry in XYZ format:
```
11
C5H3NO2, DFT ωB97M-V/def2-TZVPD
O 2.67 0.45 0.08
C 1.89 -0.47 -0.02
C 0.43 -0.27 -0.08
C -0.59 -1.10 -0.01
N -1.87 -0.44 -0.03
C -1.66 0.82 0.11
C -0.23 1.08 -0.05
O 0.26 2.19 -0.09
H 2.19 -1.50 -0.05
H -0.59 -2.22 -0.08
H -2.50 1.47 0.23
```

The calculation puts the HOMO energy at -10.16 eV. The structure (SMILES) is O=CC1=CN=CC1=O. The total energy is -10816.233 eV. The energy above the lowest of the compared OMol25 structures with the same formula, charge and spin comes out at 27.2 kcal/mol. The value obtained for the lowest unoccupied orbital energy is -1.8 eV. The calculation puts the strongest force on any atom at 3.20 eV/Å. The gap between HOMO and LUMO comes out at 8.4 eV.

Atom charges from the Löwdin analysis, given in e for atoms 1 to 8:
1 O 0.075
2 C -0.195
3 C -0.120
4 C -0.033
5 N 0.095
6 C -0.047
7 C -0.322
8 O 0.166

(2)
DFT (ωB97M-V/def2-TZVPD) results for C20H22As2AuBr2NO as an isolated structure.

The geometry in XYZ format:
```
49
C20H22As2AuBr2NO, DFT ωB97M-V/def2-TZVPD
Au 0.04 0.11 -0.76
C 3.59 -0.62 -0.94
As 1.84 -1.45 -1.01
C 1.90 -2.55 -2.60
C 1.80 -2.70 0.47
C 2.73 -3.74 0.49
C 2.70 -4.68 1.51
C 1.74 -4.60 2.50
C 0.81 -3.58 2.49
C 0.86 -2.61 1.48
As -0.30 -1.07 1.59
C -1.82 -1.45 2.74
C 0.78 0.17 2.64
H 4.35 -1.39 -0.84
H 3.66 0.07 -0.10
H 3.75 -0.08 -1.87
H 2.88 -3.02 -2.67
H 1.74 -1.93 -3.48
H 1.13 -3.31 -2.55
H 3.46 -3.83 -0.31
H 3.43 -5.48 1.52
H 1.71 -5.34 3.29
H 0.04 -3.52 3.25
H -1.49 -1.40 3.78
H -2.24 -2.42 2.50
H -2.57 -0.68 2.56
H 0.90 -0.24 3.64
H 0.28 1.14 2.70
H 1.76 0.28 2.18
C 1.42 2.99 -1.59
C -0.06 3.22 -1.48
C -0.62 4.46 -1.81
C -1.98 4.63 -1.74
C -2.80 3.57 -1.31
C -4.23 3.65 -1.20
Br -5.12 5.24 -1.63
C -4.98 2.56 -0.79
C -4.36 1.38 -0.43
Br -5.36 -0.08 0.17
C -2.93 1.23 -0.48
O -2.35 0.19 -0.09
C -2.16 2.37 -0.98
N -0.83 2.21 -1.08
H 1.96 3.94 -1.55
H 1.64 2.51 -2.54
H 1.76 2.34 -0.79
H 0.02 5.27 -2.13
H -2.43 5.58 -2.01
H -6.06 2.64 -0.74
```

The calculation puts the HOMO energy (alpha / beta) at -13.78 / -14.96 eV. The total energy is -290073.879 eV. The value obtained for the lowest unoccupied orbital energy (alpha / beta) is -6.2 / -8.4 eV. The total charge is +2. Its expectation value of S² is 2.04. The calculation puts the strongest force on any atom at 0.81 eV/Å. Its multiplicity is 3. The gap between HOMO and LUMO (alpha / beta) comes out at 7.6 / 6.5 eV.

Atom charges from the Löwdin analysis, given in e for atoms 1 to 8:
1 Au 0.643
2 C -0.250
3 As 1.065
4 C -0.243
5 C -0.414
6 C -0.084
7 C -0.033
8 C -0.032